DFT (ωB97M-V/def2-TZVPD) results for a cluster of 11 separate species, C32H68Br6N3O25P in total at a distorted geometry.

Computed properties:
E_tot: -519483.71071 eV
LUMO energy: -0.024 hartree
SMILES: CN(C)P(=O)(N(C)C)N(C)C.BrC(Br)Br.BrC(Br)Br.COC(=O)OC.COC(=O)OC.COC(=O)OC.COC(=O)OC.COC(=O)OC.COC(=O)OC.COC(=O)OC.COC(=O)OC
molecular weight: 1405.29 g/mol
total charge: 0
2S+1: 1
HOMO level: -8.36 eV
F_max: 0.099 hartree/bohr
orbital gap: 7.72 eV

Bonds (Å) are listed after each position.
Element x y z (Å)
1 C -1.11128 -2.92056 8.45078  N2 1.429, H12 1.090, H13 1.090, H14 1.090
2 N -0.69209 -2.85955 7.08612  C1 1.429, C3 1.432, P4 1.738
3 C -1.24296 -1.78261 6.31901  N2 1.432, H15 1.090, H16 1.090, H17 1.090
4 P 0.90861 -3.45988 6.77164  N2 1.738, O5 1.484, N6 1.688, N9 1.711
5 O 1.40313 -4.45632 7.75404  P4 1.484
6 N 0.73474 -3.97897 5.17501  P4 1.688, C7 1.515, C8 1.466
7 C 1.95421 -4.32556 4.34635  N6 1.515, H18 1.090, H19 1.090, H20 1.090
8 C -0.49530 -4.53777 4.60622  N6 1.466, H21 1.090, H22 1.090, H23 1.090
9 N 1.84453 -2.03213 6.66066  P4 1.711, C10 1.511, C11 1.453
10 C 3.03156 -1.86747 7.58020  N9 1.511, H24 1.090, H25 1.090, H26 1.090
11 C 2.12731 -1.26125 5.46136  N9 1.453, H27 1.090, H28 1.090, H29 1.090
12 H -0.47257 -2.39902 9.16363  C1 1.090
13 H -1.13716 -3.97096 8.74075  C1 1.090
14 H -2.12239 -2.51414 8.47483  C1 1.090
15 H -0.81449 -1.72827 5.31823  C3 1.090
16 H -1.13123 -0.81984 6.81770  C3 1.090
17 H -2.29725 -1.96232 6.10858  C3 1.090
18 H 2.54714 -3.46496 4.03668  C7 1.090
19 H 2.67227 -4.87281 4.95710  C7 1.090
20 H 1.66711 -4.82792 3.42261  C7 1.090
21 H -0.66066 -5.57525 4.89672  C8 1.090
22 H -1.38488 -4.00784 4.94670  C8 1.090
23 H -0.51986 -4.49010 3.51754  C8 1.090
24 H 2.94746 -2.45723 8.49300  C10 1.090
25 H 3.85896 -2.32857 7.04085  C10 1.090
26 H 3.18706 -0.79993 7.73602  C10 1.090
27 H 3.13558 -1.38840 5.06726  C11 1.090
28 H 1.89212 -0.20887 5.62042  C11 1.090
29 H 1.45296 -1.52007 4.64505  C11 1.090
30 Br -2.50142 6.99918 5.71060  C31 1.983
31 C -2.72451 5.03274 5.83300  Br30 1.983, Br32 1.963, Br33 2.045, H34 1.090
32 Br -4.06041 4.33281 7.08997  C31 1.963
33 Br -0.88356 4.15456 5.97705  C31 2.045
34 H -3.02610 4.74372 4.82622  C31 1.090
35 Br -7.68502 8.11778 1.67631  C36 2.025
36 C -6.57188 8.05628 -0.01468  Br35 2.025, Br37 2.032, Br38 1.946, H39 1.090
37 Br -4.91727 6.91947 0.29723  C36 2.032
38 Br -6.19499 9.86540 -0.62512  C36 1.946
39 H -7.06596 7.47943 -0.79649  C36 1.090
40 C 0.00170 -9.06278 -1.52967  O41 1.394, H46 1.090, H47 1.090, H48 1.090
41 O 1.26595 -8.47615 -1.49970  C40 1.394, C42 1.346
42 C 1.49226 -7.35343 -2.20771  O41 1.346, O43 1.253, O44 1.307
43 O 0.66622 -6.70686 -2.89373  C42 1.253
44 O 2.75386 -7.02392 -2.12036  C42 1.307, C45 1.398
45 C 3.22483 -5.77792 -2.54456  O44 1.398, H49 1.090, H50 1.090, H51 1.090
46 H -0.48599 -9.20270 -2.49439  C40 1.090
47 H -0.72023 -8.47322 -0.96458  C40 1.090
48 H 0.06977 -10.00559 -0.98692  C40 1.090
49 H 4.11730 -5.54497 -1.96374  C45 1.090
50 H 2.44731 -5.03958 -2.34859  C45 1.090
51 H 3.49083 -5.72326 -3.60019  C45 1.090
52 C 7.31430 8.33712 2.13505  O53 1.417, H58 1.090, H59 1.090, H60 1.090
53 O 5.96184 8.71430 1.94277  C52 1.417, C54 1.374
54 C 5.02390 7.80553 2.36968  O53 1.374, O55 1.231, O56 1.338
55 O 5.20589 6.65976 2.78267  C54 1.231
56 O 3.89426 8.47505 2.11051  C54 1.338, C57 1.383
57 C 2.62808 8.02402 2.43777  O56 1.383, H61 1.090, H62 1.090, H63 1.090
58 H 7.57601 7.63834 1.34050  C52 1.090
59 H 7.47057 7.97852 3.15244  C52 1.090
60 H 7.98131 9.19153 2.02018  C52 1.090
61 H 2.68093 6.93531 2.43993  C57 1.090
62 H 1.90226 8.34365 1.69003  C57 1.090
63 H 2.32845 8.46212 3.38981  C57 1.090
64 C 3.18481 7.16341 -3.29436  O65 1.443, H70 1.090, H71 1.090, H72 1.090
65 O 4.57467 7.26063 -2.91807  C64 1.443, C66 1.312
66 C 5.39715 6.86568 -3.86146  O65 1.312, O67 1.280, O68 1.362
67 O 5.14433 6.72335 -5.10836  C66 1.280
68 O 6.62866 6.73110 -3.29547  C66 1.362, C69 1.381
69 C 7.72341 6.36581 -4.05328  O68 1.381, H73 1.090, H74 1.090, H75 1.090
70 H 2.95585 7.38371 -4.33702  C64 1.090
71 H 2.66250 7.97835 -2.79320  C64 1.090
72 H 2.69244 6.21772 -3.06777  C64 1.090
73 H 7.47222 5.90736 -5.00974  C69 1.090
74 H 8.28768 5.57966 -3.55160  C69 1.090
75 H 8.42660 7.17044 -4.26819  C69 1.090
76 C 6.68002 1.49859 -5.44321  O77 1.478, H82 1.090, H83 1.090, H84 1.090
77 O 6.97145 1.51299 -3.99473  C76 1.478, C78 1.299
78 C 6.05922 1.42650 -3.07397  O77 1.299, O79 1.236, O80 1.303
79 O 4.86154 1.22750 -3.30792  C78 1.236
80 O 6.63836 1.45468 -1.90699  C78 1.303, C81 1.399
81 C 5.97116 1.51306 -0.67828  O80 1.399, H85 1.090, H86 1.090, H87 1.090
82 H 7.56266 1.59329 -6.07572  C76 1.090
83 H 5.97623 2.27756 -5.73641  C76 1.090
84 H 6.18650 0.60181 -5.81779  C76 1.090
85 H 5.36784 2.37180 -0.38390  C81 1.090
86 H 6.75018 1.47079 0.08293  C81 1.090
87 H 5.38560 0.59575 -0.61693  C81 1.090
88 C -0.01535 2.70265 -5.85560  O89 1.465, H94 1.090, H95 1.090, H96 1.090
89 O -1.29064 3.20709 -5.33941  C88 1.465, C90 1.298
90 C -2.20483 2.39045 -4.91274  O89 1.298, O91 1.261, O92 1.330
91 O -2.15854 1.16186 -5.19112  C90 1.261
92 O -3.15815 3.05558 -4.26722  C90 1.330, C93 1.386
93 C -4.17145 2.34616 -3.64100  O92 1.386, H97 1.090, H98 1.090, H99 1.090
94 H 0.63343 3.56474 -6.01047  C88 1.090
95 H -0.23511 2.20798 -6.80170  C88 1.090
96 H 0.36878 1.96467 -5.15139  C88 1.090
97 H -4.65467 2.99927 -2.91433  C93 1.090
98 H -3.71202 1.52789 -3.08651  C93 1.090
99 H -4.87703 1.99132 -4.39223  C93 1.090
100 C -8.92960 -2.01535 -5.87559  O101 1.416, H106 1.090, H107 1.090, H108 1.090
101 O -7.57828 -2.32417 -5.58567  C100 1.416, C102 1.315
102 C -6.68539 -2.44934 -6.54333  O101 1.315, O103 1.208, O104 1.311
103 O -6.85988 -2.22299 -7.71658  C102 1.208
104 O -5.64700 -3.04269 -6.00654  C102 1.311, C105 1.427
105 C -4.74031 -3.59370 -6.96080  O104 1.427, H109 1.090, H110 1.090, H111 1.090
106 H -9.35467 -2.73109 -6.57925  C100 1.090
107 H -8.96023 -1.06655 -6.41125  C100 1.090
108 H -9.53654 -1.89405 -4.97837  C100 1.090
109 H -5.17293 -4.43278 -7.50567  C105 1.090
110 H -3.81091 -4.05851 -6.63175  C105 1.090
111 H -4.50822 -2.84134 -7.71458  C105 1.090
112 C -5.21383 -9.23680 2.09287  O113 1.410, H118 1.090, H119 1.090, H120 1.090
113 O -5.59932 -7.90272 1.85041  C112 1.410, C114 1.301
114 C -6.07464 -7.65618 0.66515  O113 1.301, O115 1.262, O116 1.361
115 O -6.29210 -8.48757 -0.25905  C114 1.262
116 O -6.17629 -6.30566 0.52737  C114 1.361, C117 1.487
117 C -6.63547 -5.72973 -0.76488  O116 1.487, H121 1.090, H122 1.090, H123 1.090
118 H -5.96422 -9.99196 1.85889  C112 1.090
119 H -4.85317 -9.22851 3.12144  C112 1.090
120 H -4.34179 -9.47507 1.48387  C112 1.090
121 H -7.64698 -6.09815 -0.93580  C117 1.090
122 H -5.90674 -6.01132 -1.52498  C117 1.090
123 H -6.71276 -4.64369 -0.71364  C117 1.090
124 C 0.02424 1.95306 0.16643  O125 1.449, H130 1.090, H131 1.090, H132 1.090
125 O -0.65471 0.67382 0.12230  C124 1.449, C126 1.390
126 C -1.93019 0.54805 0.66005  O125 1.390, O127 1.245, O128 1.365
127 O -2.47292 1.39410 1.39454  C126 1.245
128 O -2.56121 -0.58532 0.23506  C126 1.365, C129 1.380
129 C -2.01571 -1.41375 -0.72462  O128 1.380, H133 1.090, H134 1.090, H135 1.090
130 H 0.66993 2.13938 -0.69175  C124 1.090
131 H 0.66230 1.99353 1.04923  C124 1.090
132 H -0.67217 2.78829 0.24053  C124 1.090
133 H -0.96937 -1.49960 -1.01772  C129 1.090
134 H -2.59162 -1.18857 -1.62223  C129 1.090
135 H -2.31580 -2.43140 -0.47472  C129 1.090

Here are the Löwdin charges for atoms 1 to 8, given in e:
1. C -0.1360
2. N -0.3338
3. C -0.1459
4. P 0.5846
5. O -0.2921
6. N -0.2911
7. C -0.0772
8. C -0.1178